1.
ORCA calculation (ωB97M-V with the def2-TZVPD basis set) on an isolated ion of composition C25H50N5O4S and charge +1 at a distorted geometry.

```
85
Properties=species:S:1:pos:R:3:forces:R:3:lowdin_charge:R:1
C 2.32673 -4.43009 -2.34394 -0.2569 0.4766 2.4157 0.047
C 2.09000 -4.05438 -0.98332 1.5658 -0.7727 -4.3388 -0.162
N 1.19438 -2.89544 -0.73493 -1.1107 -2.1976 1.9433 -0.017
C -0.04424 -3.46251 -0.17865 -1.3945 0.1044 -1.1859 -0.295
N 0.18104 -4.73013 0.65240 -3.8141 -3.1853 -1.9375 0.036
C -0.57667 -5.65934 0.14991 2.2211 0.9152 -1.2178 -0.620
S -1.25943 -6.74372 -0.91331 1.4466 2.5975 3.1504 0.695
C -0.99868 -2.51595 0.66769 -1.0158 -2.2269 -0.2224 -0.040
N -0.57331 -1.06408 0.74513 0.7784 -2.2593 2.2612 -0.194
C -1.49595 -0.44892 1.76343 -2.5814 1.5433 0.8409 -0.080
C -1.73353 1.12560 1.67091 -1.0899 0.7513 0.5798 -0.143
C -1.58313 1.88828 3.10364 -0.5976 0.2694 -0.0600 -0.181
C -0.80040 3.27447 2.97077 0.0436 -0.2274 0.1465 -0.164
C -1.40922 4.26271 1.86935 -0.0868 0.0276 0.4787 -0.203
O -0.33557 5.13206 1.43143 -0.3200 -0.9893 -0.9899 -0.185
C 0.24904 4.61861 0.21597 1.1231 0.4694 -0.9031 -0.269
C 1.60552 5.40457 -0.19156 -0.5319 0.1967 0.7177 -0.075
O -0.50649 -0.42281 -0.45694 -0.5599 0.9905 -0.9923 -0.070
C -1.69024 -0.43276 -1.26190 -2.1265 -0.4786 -2.7185 -0.124
C -2.01863 0.97106 -2.00090 0.3233 -0.2775 0.4975 -0.164
N -3.33347 1.48482 -1.53240 0.0451 -0.0959 -1.2683 -0.096
C -4.48177 0.75943 -2.14040 -1.0429 -0.7520 1.0971 -0.178
C -5.88547 1.50464 -1.79714 -0.3324 -0.9402 -0.0221 -0.352
C -7.05795 0.41059 -1.56944 0.4278 0.5374 -0.9953 -0.056
O -5.72015 2.33554 -0.60874 -0.3079 -0.7599 -0.8020 -0.086
C 0.89900 -1.10059 1.17381 3.2399 0.0816 1.0861 -0.239
C 1.21450 -1.89348 2.50786 -0.0156 -1.3770 0.6643 -0.021
C 1.52484 0.39022 1.37236 0.5877 0.3074 0.2092 -0.148
N 1.71327 0.81537 2.77830 -0.1405 -0.0673 -0.8723 0.015
C 1.82817 -1.78319 0.01260 0.1861 1.0972 -1.2559 -0.251
O 3.09872 -2.22795 0.49859 -0.8102 1.4492 -0.0118 -0.134
C 4.23349 -1.57960 -0.09950 1.9602 -0.0020 -0.8848 -0.188
C 4.41426 -1.75850 -1.68062 1.2397 -0.0414 0.1937 -0.188
C 5.50882 -0.66486 -2.18686 -0.1727 -1.1278 0.9140 -0.227
C 6.97799 -1.12425 -1.69767 0.2609 0.2515 0.1087 -0.128
H 3.38144 -4.72708 -2.68761 -1.9758 -0.7062 0.8811 0.079
H 1.49408 -4.47256 -3.11323 1.3170 1.2366 0.7514 0.072
H 2.62874 -4.66590 -0.19939 -0.3572 1.7800 -0.6078 0.133
H -0.66275 -3.83626 -1.08026 0.9721 0.8976 1.1840 0.138
H -1.10606 -2.99312 1.71141 0.5862 1.3364 -1.3982 0.160
H -2.06577 -2.64541 0.25183 1.7074 0.7857 0.4130 0.153
H -2.52131 -0.94557 1.58446 1.6673 0.6983 0.2149 0.146
H -1.24913 -0.68926 2.84768 0.3391 -0.1296 -1.7509 0.135
H -2.84007 1.29028 1.39137 1.8136 -0.3966 0.0504 0.125
H -1.14459 1.67291 0.86981 -0.5017 -0.9944 1.0269 0.087
H -1.15004 1.18632 3.91121 -0.3763 1.1619 -1.2162 0.104
H -2.64026 2.14329 3.48714 1.5377 -0.5344 -0.6049 0.122
H -0.80309 3.82497 3.97738 -0.0158 -0.8506 -1.4299 0.128
H 0.29442 3.07653 2.71894 -1.4052 0.2438 0.1837 0.100
H -1.85528 3.74734 0.95653 0.4914 0.3741 1.1857 0.110
H -2.24411 4.90768 2.31975 1.2938 -0.8518 -0.5985 0.140
H 0.52473 3.50638 0.29262 -0.5184 1.3148 0.2056 0.097
H -0.46972 4.74234 -0.66081 0.5901 -0.2859 1.1306 0.120
H 2.32322 4.63324 -0.62217 -0.8324 1.2469 0.3974 0.071
H 1.39382 6.26000 -0.92496 0.3109 -1.4471 0.9344 0.080
H 2.08283 5.90231 0.72829 -0.7192 -0.9868 -1.2668 0.088
H -1.53551 -1.19358 -2.11617 0.0176 0.8965 1.4815 0.148
H -2.66026 -0.74763 -0.75045 1.5768 0.5139 -0.1075 0.120
H -2.01713 0.79644 -3.14131 0.2732 0.2157 1.6190 0.129
H -1.22471 1.72688 -1.69685 -0.8728 -0.9341 -0.5856 0.125
H -3.43555 2.46312 -1.83937 0.2673 -0.4992 0.3941 0.119
H -4.38137 0.55020 -3.25936 -0.1506 0.4982 1.2240 0.130
H -4.57212 -0.27275 -1.63242 0.3167 1.4032 -0.7594 0.107
H -6.17652 2.13594 -2.70192 0.3752 -0.5211 1.2832 0.138
H -6.66582 -0.59951 -1.22527 -0.4710 1.4061 -0.1646 0.075
H -7.83303 0.82859 -0.84736 0.9354 -0.6622 -0.9694 0.084
H -7.54365 0.24739 -2.59087 0.4239 0.1172 1.4862 0.089
H -6.56490 2.37946 -0.11871 0.5875 -0.1016 -0.6219 0.088
H 2.30292 -1.72284 2.83610 -1.7598 -0.0998 -0.8886 0.115
H 1.13509 -3.03728 2.38105 0.0356 1.7540 -0.0505 0.102
H 0.58677 -1.63840 3.41929 0.5995 -0.0722 -1.2945 0.093
H 2.57520 0.38371 0.90354 -1.6937 -0.1183 0.6412 0.126
H 0.95566 1.21277 0.84048 0.4485 -1.2671 0.4269 0.104
H 2.55310 0.42596 3.21270 -0.7330 0.1198 -0.1554 0.084
H 0.87626 0.71063 3.35657 0.6537 0.0435 -0.2228 0.052
H 1.99705 -0.92277 -0.73880 -0.1614 -1.3727 1.0174 0.162
H 5.16251 -2.07293 0.37329 -1.6056 0.7258 -0.5124 0.146
H 4.34923 -0.46552 0.12516 -0.6816 -1.2715 0.0061 0.115
H 3.45018 -1.73070 -2.28120 1.1763 0.0910 0.8770 0.105
H 4.93417 -2.77426 -1.83419 -1.1668 1.3437 0.0176 0.108
H 5.43575 -0.61275 -3.32253 0.2066 0.2346 1.6109 0.109
H 5.28371 0.31597 -1.65718 0.1212 -0.9526 -1.1815 0.097
H 7.75719 -0.96851 -2.52678 -1.1835 -0.4519 1.2410 0.079
H 6.97831 -2.21448 -1.32770 0.0742 1.5493 -0.8574 0.075
H 7.35093 -0.50700 -0.80563 -0.6754 -0.7689 -1.2666 0.077
```
Positions in Å, forces in eV/Å.

Computed properties:
F_max, eV Å⁻¹: 5.33
LUMO energy, hartree: -0.1067
HOMO, Eh: -0.4144
Kohn-Sham gap, eV: 8.37
Charge: +1

2.
ORCA calculation (ωB97M-V with the def2-TZVPD basis set) on a 12-piece molecular cluster, C25H51BBr22INO3 overall at a distorted geometry.

```
104
Properties=species:S:1:pos:R:3:forces:R:3:lowdin_charge:R:1
C 2.91934 -1.23000 3.94534 0.0090 0.5332 -0.1160 -0.065
B 2.36261 0.23109 4.54243 1.8483 0.5074 -0.0677 -0.458
O 3.28186 1.34568 4.93895 -2.6001 -1.3868 -3.0117 -0.058
C 0.73804 0.41159 4.72010 -1.0050 -0.5699 0.4064 -0.607
I 0.43805 1.96168 6.29647 -0.2066 -0.7805 -0.3535 0.818
O 0.02933 0.90416 3.52925 -2.2346 -3.0561 0.8480 -0.135
C -1.15925 0.10073 3.20799 -1.9814 -1.9964 -6.1322 -0.312
N -2.20182 -0.40758 4.17746 3.6533 0.8270 -0.6491 0.117
O -1.37929 -0.17581 1.89439 1.6124 2.0914 8.2238 -0.071
H 2.43993 -1.37953 2.87872 0.8757 0.3192 1.9716 0.094
H 2.52696 -2.10879 4.61465 1.0463 1.6655 -1.4768 -0.011
H 4.08854 -1.20239 3.82637 -2.3306 -0.2866 0.3070 0.082
H 2.99494 2.11886 4.33645 0.5343 -1.3276 1.7567 0.123
H 0.26748 -0.60840 5.10927 0.9488 2.3424 -0.7962 0.053
H -2.43611 -1.40769 3.96731 0.2454 1.3400 -0.2242 -0.011
H -1.91300 -0.32194 5.17627 -0.2807 0.1093 -1.0941 0.075
Br -5.25539 0.73261 1.91381 0.0001 -0.0834 -0.1277 0.619
C -4.09560 1.20205 0.41723 0.2141 0.0610 0.1570 -0.683
C -4.46824 2.54660 -0.16197 0.0905 0.0540 -0.1116 -0.661
Br -6.06944 2.41814 -1.26975 -0.0310 -0.0146 0.0221 0.637
H -4.16053 0.38415 -0.30568 -0.0114 0.2201 0.1559 0.025
H -3.08681 1.23023 0.83789 -0.1430 -0.0331 -0.0968 0.043
H -3.68591 2.90644 -0.83619 -0.0656 -0.1128 0.1535 0.035
H -4.66697 3.30790 0.59767 0.0073 -0.2434 -0.1530 0.045
Br -1.29948 2.07093 -2.81593 -0.0773 0.0883 0.0426 0.634
C -3.10273 2.03720 -3.55918 0.0939 -0.1771 0.1857 -0.709
C -3.11182 1.43290 -4.94370 -0.2143 0.0703 -0.2040 -0.688
Br -2.44482 2.69890 -6.27030 0.0676 -0.1220 0.0707 0.599
H -3.47913 3.06348 -3.53026 0.0670 -0.2668 -0.1215 0.055
H -3.68366 1.42204 -2.86674 0.0381 0.0650 -0.2049 0.021
H -4.13416 1.20547 -5.25866 0.1586 0.0547 0.1339 0.059
H -2.49976 0.53055 -5.02889 -0.1267 0.2640 0.1363 0.054
Br -2.79948 -3.40407 2.50907 -0.0347 -0.1133 -0.1015 0.690
C -4.60273 -3.43780 1.76582 -0.1269 -0.1348 0.2255 -0.688
C -4.61182 -4.04210 0.38130 -0.1260 0.0872 -0.1287 -0.688
Br -3.94482 -2.77610 -0.94530 0.0572 -0.0943 0.0266 0.618
H -4.97913 -2.41152 1.79474 0.1264 -0.2037 -0.1112 0.022
H -5.18366 -4.05296 2.45826 0.1179 0.0611 -0.1945 -0.026
H -5.63416 -4.26953 0.06634 0.1532 0.0553 0.1594 0.058
H -3.99976 -4.94445 0.29611 -0.1251 0.2588 0.1067 0.054
Br 2.21128 -4.17573 10.00548 0.0125 -0.0041 -0.1454 0.595
C 3.37107 -3.70628 8.50890 0.0536 -0.1048 0.2657 -0.687
C 2.99842 -2.36173 7.92970 0.1390 0.1141 -0.2055 -0.636
Br 1.39722 -2.49019 6.82192 -0.1937 -0.1501 0.5542 0.706
H 3.30614 -4.52418 7.78599 -0.0179 0.2906 0.1116 0.055
H 4.37985 -3.67810 8.92955 -0.1586 0.0830 -0.1243 0.060
H 3.78076 -2.00189 7.25547 -0.0892 -0.0894 0.1037 0.066
H 2.79970 -1.60043 8.68933 0.0195 -0.2750 -0.1473 0.064
Br 1.28992 5.00413 -4.45379 0.0934 -0.0031 0.0509 0.595
C 2.68677 3.67224 -4.73686 -0.1876 0.0662 -0.2042 -0.741
C 2.30498 2.34259 -4.12986 0.1841 -0.1759 0.0098 -0.705
Br 2.52993 2.36140 -2.19168 -0.1088 -0.0303 -0.0843 0.574
H 3.61163 4.08766 -4.32720 -0.2395 -0.2098 -0.0687 0.029
H 2.78159 3.58677 -5.82273 -0.0330 -0.0501 0.2920 0.002
H 2.97135 1.55113 -4.48433 -0.0500 0.2094 0.0179 0.036
H 1.26827 2.05555 -4.32722 0.2240 0.1983 0.0303 0.009
Br 6.11128 1.97427 -4.00166 -0.0162 -0.0506 -0.1214 0.654
C 7.27107 2.44372 -5.49824 0.0766 0.0199 0.2600 -0.710
C 6.89842 3.78827 -6.07745 0.0667 0.0617 -0.2386 -0.678
Br 5.29722 3.65981 -7.18523 0.1364 -0.0160 -0.0144 0.658
H 7.20614 1.62582 -6.22115 -0.0126 0.2468 0.1431 0.002
H 8.27985 2.47190 -5.07759 -0.1337 0.0648 -0.1223 0.055
H 7.68076 4.14811 -6.75167 -0.1126 -0.0664 0.1578 0.005
H 6.69970 4.54957 -5.31781 0.0651 -0.2771 -0.1312 0.062
Br 10.52516 3.88025 -7.12737 -0.0768 0.0131 0.0091 0.641
C 9.76969 2.34777 -8.06866 0.2856 -0.1063 0.1190 -0.724
C 10.12877 2.37640 -9.53577 -0.1701 -0.0904 -0.2468 -0.686
Br 9.04105 3.67600 -10.50295 0.1150 -0.0487 0.0807 0.597
H 8.69185 2.35974 -7.88455 0.2612 -0.0233 -0.2073 0.019
H 10.20736 1.47190 -7.58215 -0.0955 0.1784 -0.1538 0.025
H 9.90569 1.41470 -10.00638 -0.0090 0.1140 0.1891 0.030
H 11.17488 2.63471 -9.72297 -0.2720 -0.0360 0.1754 0.056
Br -6.99948 5.85010 0.76442 -0.0825 0.1119 -0.0151 0.596
C -8.80273 5.81637 0.02118 0.0327 -0.1698 0.2058 -0.689
C -8.81182 5.21206 -1.36334 -0.1947 0.0565 -0.2208 -0.703
Br -8.14482 6.47807 -2.68994 0.0362 -0.1351 0.0683 0.594
H -9.17913 6.84265 0.05010 0.1176 -0.2687 -0.1136 0.052
H -9.38366 5.20120 0.71362 0.0844 0.0579 -0.1705 0.058
H -9.83416 4.98464 -1.67830 0.1511 0.0644 0.1286 0.059
H -8.19976 4.30971 -1.44854 -0.1162 0.3011 0.1483 -0.020
Br 8.43580 -0.91462 -7.41029 -0.0840 0.0134 -0.0152 0.658
C 6.63255 -0.94835 -8.15354 -0.0666 -0.1628 0.1903 -0.671
C 6.62346 -1.55265 -9.53806 -0.1283 0.0780 -0.2360 -0.685
Br 7.29046 -0.28665 -10.86466 0.0449 -0.0784 0.0954 0.621
H 6.25616 0.07793 -8.12462 0.0736 -0.2325 -0.1258 0.046
H 6.05162 -1.56352 -7.46110 0.0949 0.0776 -0.1482 0.064
H 5.60112 -1.78008 -9.85302 0.1632 0.0613 0.1377 0.061
H 7.23553 -2.45500 -9.62325 -0.1356 0.2604 0.1325 0.054
Br -5.93932 -7.07205 3.11749 -0.0341 0.0765 0.1015 0.619
C -7.68136 -6.79937 3.95188 0.0244 -0.2480 -0.1054 -0.689
C -8.45558 -5.70510 3.25523 -0.1905 0.1697 0.1305 -0.684
Br -7.79004 -3.94085 3.75721 -0.0443 -0.0840 -0.0953 0.641
H -7.49977 -6.59683 5.01102 -0.0771 0.0531 -0.3046 0.055
H -8.19671 -7.75855 3.85294 0.0392 0.1956 -0.0134 0.059
H -9.50277 -5.71267 3.57056 0.2015 -0.0578 -0.0306 0.058
H -8.40773 -5.76479 2.16423 0.0551 -0.0704 0.3083 0.054
Br -0.56420 -3.35553 12.80334 -0.0957 0.0818 -0.0499 0.589
C -2.36745 -3.38926 12.06010 0.0371 -0.1514 0.2343 -0.695
C -2.37654 -3.99356 10.67557 -0.1860 0.0965 -0.2446 -0.691
Br -1.70954 -2.72756 9.34898 0.0431 -0.1293 0.0773 0.580
H -2.74384 -2.36298 12.08902 0.1110 -0.2726 -0.1237 0.053
H -2.94838 -4.00442 12.75254 0.0774 0.0672 -0.1678 0.057
H -3.39888 -4.22099 10.36062 0.1587 0.0466 0.1319 0.057
H -1.76447 -4.89591 10.59038 -0.1110 0.2665 0.1222 0.054
```
Positions in Å, forces in eV/Å.

Computed properties:
F_max, eV Å⁻¹: 8.64
LUMO energy, hartree: 0.0015
HOMO, Eh: -0.3456
Kohn-Sham gap, eV: 9.45